{"formula": "CH17O10V", "method": "wB97M-V/def2-TZVPD", "lumo_ev": -2.16, "total_energy_ev": -47473.784, "spin_multiplicity": 1, "homo_lumo_gap_ev": 8.279, "de_lowest_kj_mol": 249.1, "species": ["O", "V", "O", "C", "O", "H", "H", "H", "O", "H", "H", "O", "H", "H", "O", "H", "H", "O", "H", "H", "O", "H", "H", "O", "H", "H", "O", "H", "H"], "xyz": [[-4.9190, -5.8930, -25.5880], [-3.8150, -4.7440, -25.7510], [-4.6390, -3.5250, -26.4370], [-3.5470, -5.2230, -28.6000], [-3.0100, -5.7520, -27.4030], [-3.3590, -5.9350, -29.4060], [-3.0300, -4.3540, -28.9260], [-4.6200, -5.0450, -28.4310], [-3.4760, -8.6280, -28.1120], [-3.1230, -7.7580, -28.0520], [-3.6920, -8.6260, -29.0260], [-0.7110, -7.4230, -26.8120], [-0.8740, -8.1490, -26.2590], [-1.5370, -6.9840, -26.9330], [-2.4650, -6.1650, -24.8320], [-2.7950, -7.0960, -24.7760], [-2.0430, -6.0470, -23.9450], [-0.6790, -1.8500, -28.8850], [-0.6500, -2.7740, -28.6050], [-1.5580, -1.6590, -29.1110], [-3.6340, -1.2800, -27.7340], [-3.3780, -2.1670, -27.5790], [-2.9890, -0.6570, -27.3510], [-0.3630, -4.5170, -28.2110], [-1.1540, -4.9160, -27.9650], [0.0780, -5.2650, -28.5290], [-7.4100, -4.8850, -27.3370], [-7.2390, -4.8130, -28.2430], [-7.3240, -3.9880, -27.0470]]}